Record 1
{
  "formula": "C23H26CdF10N3Sb",
  "method": "ωB97M-V/def2-TZVPD",
  "homo_energy_ev": -7.798,
  "e_above_lowest_ev": 0.000,
  "lumo_ev": 0.3160,
  "gap_ev": 8.114,
  "e_tot_ev": -67015.252,
  "symbols": ["Cd", "C", "N", "C", "C", "N", "C", "C", "F", "C", "F", "C", "F", "C", "F", "C", "F", "C", "C", "N", "C", "C", "F", "C", "F", "C", "F", "C", "F", "C", "F", "H", "H", "H", "H", "H", "H", "H", "H", "H", "H", "H", "C", "C", "Sb", "C", "C", "C", "C", "H", "H", "H", "H", "H", "H", "H", "H", "H", "H", "H", "H", "H", "H", "H"],
  "coordinates": [[12.82104, 11.43511, 7.07972], [12.65664, 14.24513, 8.65700], [12.65840, 13.84654, 7.22044], [11.41434, 14.12927, 6.56229], [10.33429, 13.21101, 7.12766], [10.74823, 11.78763, 7.04998], [9.81570, 10.87140, 7.57329], [8.47433, 10.80694, 7.14272], [8.10079, 11.54312, 6.13060], [7.53765, 10.01891, 7.78498], [6.29146, 9.94062, 7.31746], [7.90513, 9.14191, 8.82140], [7.01605, 8.26441, 9.33174], [9.21112, 9.12170, 9.19831], [9.61944, 8.29893, 10.16418], [10.09844, 10.04024, 8.66589], [11.37388, 10.02895, 9.07524], [13.88607, 14.12322, 6.48892], [15.06466, 13.39618, 7.10057], [14.86206, 12.00565, 7.32805], [15.81533, 11.19561, 7.87931], [17.16892, 11.13081, 7.45172], [17.60665, 11.92010, 6.41183], [18.08044, 10.21482, 8.01319], [19.35114, 10.24094, 7.69722], [17.63430, 9.24295, 8.87620], [18.54447, 8.45209, 9.48334], [16.30459, 9.28311, 9.30989], [15.99287, 8.36447, 10.21051], [15.46557, 10.25029, 8.82623], [14.09886, 10.15987, 9.17687], [12.01813, 15.14694, 8.74798], [13.68631, 14.39684, 9.09566], [12.16816, 13.45883, 9.21921], [11.53712, 13.84969, 5.49557], [11.13853, 15.17625, 6.68586], [9.37118, 13.37251, 6.59710], [10.13416, 13.50625, 8.20068], [14.15652, 15.16053, 6.39488], [13.75417, 13.77671, 5.46886], [15.34477, 13.86204, 8.04725], [15.99674, 13.55962, 6.42387], [13.66068, 6.95646, 8.51314], [13.82778, 6.91847, 7.03908], [13.15868, 8.61178, 5.92850], [14.56637, 8.61601, 4.31582], [15.90830, 9.13540, 4.77348], [11.45256, 7.63803, 5.03202], [10.49986, 7.13407, 6.12900], [14.24999, 6.16154, 8.95705], [12.62841, 6.78443, 8.80500], [13.96534, 7.94655, 8.84998], [13.35441, 6.02950, 6.65379], [14.88741, 7.04766, 6.77220], [14.10342, 9.22453, 3.51163], [14.64910, 7.63543, 3.80306], [15.79650, 9.95185, 5.52402], [16.48536, 9.65383, 4.02632], [16.62708, 8.39673, 5.18729], [11.84440, 6.84459, 4.39068], [11.06439, 8.38567, 4.34689], [11.15999, 6.68608, 6.88651], [9.85174, 6.35790, 5.82293], [9.78062, 7.90076, 6.52264]]
}

Record 2
{
  "formula": "C23H26HoNO3",
  "method": "ωB97M-V/def2-TZVPD",
  "s2": 6.005,
  "homo_energy_ev": [-8.074, -8.152],
  "lumo_ev": [-0.1971, -0.1977],
  "gap_ev": [7.877, 7.954],
  "e_tot_ev": -57702.892,
  "spin_multiplicity": 5,
  "symbols": ["C", "C", "C", "H", "C", "C", "H", "C", "C", "C", "H", "C", "C", "H", "H", "H", "H", "H", "H", "Ho", "C", "C", "C", "H", "H", "H", "H", "H", "H", "C", "C", "H", "H", "O", "N", "C", "H", "C", "C", "H", "C", "H", "C", "H", "C", "H", "C", "H", "H", "H", "O", "C", "O", "H"],
  "coordinates": [[2.04167, 0.11607, 2.83789], [2.17612, -0.60174, 1.61728], [1.92962, 0.28186, 0.53598], [2.47166, -1.63819, 1.49579], [1.66256, 1.57839, 1.07825], [1.74812, 1.48229, 2.50833], [1.55043, 2.49404, 0.48946], [-1.31797, -1.94321, 3.23815], [-0.06048, -2.38932, 2.74063], [-0.14799, -2.47652, 1.31092], [0.78862, -2.67131, 3.36159], [-1.49282, -2.18314, 0.91921], [-2.21394, -1.83203, 2.12146], [2.04008, 0.06982, -0.52480], [1.64719, 2.32535, 3.19795], [2.18123, -0.27610, 3.84326], [-3.27100, -1.57454, 2.17644], [0.63894, -2.77988, 0.62917], [-1.57742, -1.74614, 4.28634], [-0.30561, 0.22760, 1.91683], [-1.93176, -1.73736, -0.48759], [-3.44215, -1.73459, -0.61534], [-1.23604, -2.48468, -1.62280], [-3.83159, -2.72405, -0.35935], [-3.76617, -1.49031, -1.63078], [-3.88320, -1.00065, 0.06575], [-1.46265, -3.55702, -1.61273], [-0.14238, -2.41198, -1.60249], [-1.56160, -2.12472, -2.60600], [-1.42057, -0.23834, -0.36252], [-1.78655, 1.14499, -0.94099], [-0.32225, -0.28484, -0.57023], [-1.84132, 0.04124, 0.66419], [-2.09007, 1.99051, -0.03182], [-1.37444, 1.39545, -2.24926], [-0.19431, 2.36710, -2.28431], [-2.10996, 1.80312, -2.83110], [1.10131, 1.74040, -2.70266], [2.28883, 2.46151, -2.48378], [2.22344, 3.44189, -1.98916], [3.51828, 1.92164, -2.87483], [4.42193, 2.50524, -2.71161], [3.56731, 0.65895, -3.46052], [4.51686, 0.24397, -3.76855], [2.40310, -0.07496, -3.65120], [2.41102, -1.07025, -4.10310], [1.15659, 0.45825, -3.26326], [0.21391, -0.09384, -3.38607], [-0.07466, 2.74591, -1.24977], [-0.44539, 3.23251, -2.92994], [-1.84398, 2.49310, 5.23614], [-1.35771, 1.62604, 4.51021], [-1.34572, 1.57949, 3.18633], [-0.84710, 0.71302, 4.93901]]
}

Record 3
{
  "formula": "C23H26I2N9NaSe",
  "method": "ωB97M-V/def2-TZVPD",
  "homo_energy_ev": -6.277,
  "e_above_lowest_ev": 0.379,
  "lumo_ev": -0.1105,
  "gap_ev": 6.167,
  "e_tot_ev": -123652.448,
  "symbols": ["Na", "N", "C", "N", "C", "N", "N", "C", "N", "C", "C", "C", "C", "C", "N", "H", "H", "H", "H", "H", "H", "H", "H", "I", "C", "I", "H", "H", "C", "C", "C", "C", "C", "C", "N", "H", "H", "H", "H", "H", "H", "H", "H", "C", "N", "C", "Se", "N", "C", "C", "C", "C", "C", "C", "H", "H", "H", "H", "H", "H", "H", "H"],
  "coordinates": [[1.41575, -0.77027, 1.28725], [0.06475, -1.47061, -1.88677], [-0.95339, -1.04595, -1.14132], [-2.17863, -1.05269, -1.68330], [-3.13471, -0.56793, -0.90594], [-4.38123, -0.48728, -1.42554], [-2.98162, -0.13222, 0.35819], [-1.73582, -0.21279, 0.80674], [-0.67768, -0.61250, 0.11801], [-1.52410, 0.17771, 2.23934], [-2.53544, 0.82116, 2.93845], [-2.31025, 1.17726, 4.25749], [-1.09163, 0.86737, 4.83445], [-0.14680, 0.20980, 4.06194], [-0.35022, -0.13146, 2.79410], [-0.16586, -1.92689, -2.75273], [0.94340, -1.72290, -1.42565], [-4.55137, -0.94924, -2.30075], [-5.14435, -0.32532, -0.79412], [-3.47194, 1.02507, 2.44176], [-3.07670, 1.68810, 4.82567], [-0.86807, 1.12698, 5.85971], [0.82194, -0.04835, 4.47576], [3.67182, -1.98050, 3.73386], [4.75016, -0.20290, 3.30336], [3.46979, 1.32055, 2.54612], [5.49232, -0.44241, 2.55260], [5.20841, 0.14484, 4.21996], [1.14960, -4.19131, 0.63972], [2.04431, -3.51716, -0.35394], [2.55136, -4.01539, -1.53977], [3.28380, -2.95380, -2.13451], [3.18488, -1.88447, -1.26366], [3.76869, -0.51329, -1.39989], [2.41511, -2.21190, -0.17801], [1.13453, -5.27017, 0.48202], [0.11405, -3.83710, 0.57323], [1.48907, -4.01121, 1.66465], [2.42142, -5.01748, -1.92203], [3.83751, -2.97658, -3.06226], [4.35176, -0.42946, -2.31757], [4.42515, -0.25959, -0.56183], [2.98991, 0.26190, -1.43836], [-2.44129, 3.29615, 0.55008], [-1.34731, 2.85932, -0.29004], [-0.04620, 2.77353, 0.07838], [0.68028, 3.16651, 1.71117], [0.63404, 2.32456, -1.00334], [-0.22085, 2.12646, -2.07771], [-0.01220, 1.68278, -3.37136], [-1.12462, 1.61740, -4.19570], [-2.39400, 1.98371, -3.74239], [-2.59985, 2.42386, -2.44429], [-1.48697, 2.48193, -1.62244], [-2.06485, 3.41084, 1.56334], [-3.23017, 2.54332, 0.53131], [-2.83062, 4.25097, 0.19508], [1.62312, 2.14188, -0.97358], [0.96889, 1.38596, -3.71642], [-1.00690, 1.26986, -5.21316], [-3.23637, 1.91522, -4.41752], [-3.58384, 2.69607, -2.08781]]
}

Record 4
{
  "formula": "C23H26N2O7",
  "method": "ωB97M-V/def2-TZVPD",
  "homo_energy_ev": -8.369,
  "e_above_lowest_ev": 0.000,
  "lumo_ev": -0.1602,
  "gap_ev": 8.209,
  "e_tot_ev": -41588.413,
  "symbols": ["C", "C", "C", "O", "C", "C", "C", "C", "C", "C", "O", "C", "O", "C", "C", "C", "O", "N", "C", "C", "O", "N", "C", "C", "O", "O", "C", "C", "C", "C", "C", "C", "H", "H", "H", "H", "H", "H", "H", "H", "H", "H", "H", "H", "H", "H", "H", "H", "H", "H", "H", "H", "H", "H", "H", "H", "H", "H"],
  "coordinates": [[4.69472, 0.13185, -3.85055], [4.01967, 0.12209, -2.52486], [4.25673, 0.98034, -1.50293], [3.48705, 0.72217, -0.41816], [2.71702, -0.33745, -0.73212], [3.00004, -0.76933, -2.04079], [2.32225, -1.87421, -2.59045], [2.58891, -2.35868, -3.97752], [1.39362, -2.49869, -1.79064], [1.11762, -2.06252, -0.48897], [0.17398, -2.76136, 0.17827], [-0.20767, -2.43177, 1.43264], [-1.10995, -3.06906, 1.94361], [0.47338, -1.32670, 2.08754], [0.00510, -1.06036, 3.49187], [-1.22494, -0.16188, 3.40590], [-1.15482, 1.05438, 3.50946], [-2.36491, -0.82820, 3.17718], [-3.64705, -0.16883, 3.03907], [-3.82639, 0.46855, 1.65388], [-4.63248, 0.06739, 0.83907], [-3.02334, 1.52215, 1.45047], [-2.93684, 2.16813, 0.15867], [-4.26360, 1.99398, -0.58762], [-4.38495, 1.54299, -1.69215], [-5.26133, 2.58794, 0.07787], [-1.74211, 1.66909, -0.67945], [-0.43399, 2.19618, -0.09525], [-1.72371, 0.14625, -0.77085], [1.40362, -0.57622, 1.43252], [2.05003, 0.61005, 2.07027], [1.76187, -0.96119, 0.09341], [5.21836, -0.80624, -4.02395], [3.97080, 0.27048, -4.65103], [5.41566, 0.94438, -3.88894], [4.93613, 1.80601, -1.42014], [2.37925, -1.57379, -4.70147], [3.63262, -2.64636, -4.08722], [1.96461, -3.21783, -4.20569], [0.83911, -3.35081, -2.15040], [-0.26765, -2.00741, 3.95835], [0.77295, -0.56501, 4.08168], [-2.29862, -1.80847, 2.91944], [-4.43732, -0.90313, 3.19265], [-3.71513, 0.61837, 3.79645], [-2.33222, 1.75669, 2.15842], [-2.82891, 3.24658, 0.33585], [-6.10065, 2.42376, -0.37877], [-1.87711, 2.07074, -1.68848], [-0.30955, 1.85569, 0.92967], [-0.41588, 3.28399, -0.10226], [0.40798, 1.83560, -0.68199], [-1.55330, -0.29750, 0.20868], [-0.92802, -0.17856, -1.43832], [-2.67170, -0.21761, -1.15546], [2.30144, 1.35661, 1.32479], [2.97532, 0.30531, 2.56033], [1.39427, 1.06146, 2.80841]]
}

Record 5
{
  "formula": "C23H26N4PPtS2",
  "method": "ωB97M-V/def2-TZVPD",
  "homo_energy_ev": -17.678,
  "e_above_lowest_ev": 0.047,
  "lumo_ev": -10.5288,
  "charge": 3,
  "gap_ev": 7.149,
  "e_tot_ev": -64415.033,
  "symbols": ["Pt", "C", "C", "C", "C", "C", "C", "P", "C", "C", "C", "C", "C", "C", "C", "C", "C", "C", "C", "C", "H", "H", "H", "H", "H", "H", "H", "H", "H", "H", "H", "H", "H", "H", "C", "N", "C", "N", "S", "H", "H", "H", "H", "H", "H", "S", "C", "N", "C", "C", "N", "H", "H", "H", "H", "H", "H"],
  "coordinates": [[0.37204, -0.65542, 0.77058], [0.92991, -3.85111, 3.66409], [1.98720, -3.24737, 3.00967], [1.84697, -2.86499, 1.67831], [0.61349, -3.08151, 1.01520], [-0.47843, -3.64862, 1.72242], [-0.30506, -4.04232, 3.02343], [0.45931, -2.46779, -0.64978], [-0.83456, -3.02915, -1.67580], [-1.05707, -2.26860, -2.83899], [-1.99392, -2.70096, -3.75519], [-2.68649, -3.88847, -3.52754], [-2.44963, -4.65067, -2.38831], [-1.52811, -4.22761, -1.44904], [1.91856, -1.83990, -1.34624], [2.87049, -2.14306, -2.31549], [3.86506, -1.19883, -2.49852], [3.87995, -0.01266, -1.75522], [2.90430, 0.29306, -0.80800], [1.92649, -0.66530, -0.59428], [1.05718, -4.19726, 4.68235], [2.94002, -3.11578, 3.50418], [2.70654, -2.49224, 1.13573], [-1.44028, -3.76585, 1.24306], [-1.12266, -4.50976, 3.55588], [-0.49708, -1.35758, -3.01993], [-2.17829, -2.12856, -4.65376], [-3.40958, -4.23108, -4.25618], [-2.97516, -5.58419, -2.24114], [-1.31825, -4.84529, -0.58688], [2.83783, -3.05501, -2.89632], [4.64157, -1.37333, -3.23078], [4.68036, 0.69647, -1.92510], [2.93582, 1.22714, -0.26404], [-2.72277, 4.00181, 1.06957], [-1.54861, 3.19963, 0.71060], [-1.59977, 1.95511, 0.31134], [-2.73161, 1.27230, 0.30214], [-0.11029, 1.27130, -0.36695], [-2.38502, 4.98946, 1.36520], [-3.24566, 3.55158, 1.91364], [-3.39082, 4.09614, 0.21302], [-0.63906, 3.63938, 0.71474], [-3.59702, 1.66476, 0.64507], [-2.77162, 0.38006, -0.16108], [-1.06451, -0.18480, 2.64212], [-0.12358, -0.36293, 4.08872], [1.16064, -0.07598, 4.25082], [1.57646, -0.18219, 5.66253], [0.26428, -0.59785, 6.36608], [-0.66830, -0.72694, 5.23334], [1.70374, 0.39101, 3.54505], [1.94995, 0.77572, 6.01696], [2.36216, -0.92665, 5.77330], [-0.09412, 0.15430, 7.06566], [0.35621, -1.54630, 6.88983], [-1.64300, -0.96602, 5.32436]]
}

Record 6
{
  "formula": "C23H26N5O5OsS2",
  "method": "ωB97M-V/def2-TZVPD",
  "homo_energy_ev": [-17.656, -17.656],
  "e_above_lowest_ev": 1.144,
  "lumo_ev": [-11.9167, -11.9174],
  "charge": 3,
  "gap_ev": [5.739, 5.739],
  "e_tot_ev": -66071.950,
  "symbols": ["Os", "C", "C", "C", "C", "N", "C", "S", "N", "C", "H", "H", "H", "H", "H", "H", "H", "H", "C", "C", "C", "O", "C", "H", "H", "H", "H", "H", "H", "H", "H", "O", "S", "O", "N", "C", "O", "C", "C", "C", "C", "C", "C", "H", "H", "H", "H", "N", "C", "O", "C", "C", "C", "C", "N", "C", "H", "H", "H", "H", "H", "H"],
  "coordinates": [[-0.25793, 0.36388, 0.98490], [-1.60781, 1.39811, 6.56241], [-0.80662, 0.25928, 6.03408], [-0.12965, -0.65839, 6.80860], [0.57763, -1.69784, 6.20444], [0.58797, -1.80500, 4.84942], [-0.03993, -0.92036, 4.14990], [-0.00216, -1.25678, 2.38914], [-0.72640, 0.11014, 4.68630], [1.33574, -2.71130, 6.97355], [-1.74878, 1.30025, 7.63525], [-2.58826, 1.44117, 6.08479], [-1.08634, 2.33929, 6.37195], [-0.16593, -0.57331, 7.88587], [-1.21686, 0.76055, 4.07700], [0.96522, -2.80823, 7.99122], [2.38343, -2.39402, 7.02399], [1.31484, -3.67027, 6.45978], [-0.38707, 2.20964, -2.90878], [-0.58345, 3.51162, -2.09670], [-0.37190, 3.12892, -0.63360], [-0.33691, 1.64883, -0.63166], [0.24929, 1.24472, -1.93696], [0.25226, 2.35703, -3.77622], [-1.34298, 1.82268, -3.25554], [-1.58226, 3.91013, -2.25269], [0.13215, 4.27733, -2.38559], [-1.17676, 3.41832, 0.03698], [0.59469, 3.46536, -0.25912], [-0.01820, 0.19907, -2.09110], [1.32900, 1.36250, -1.84147], [2.98092, 2.47182, -0.09369], [2.90872, 2.15360, 1.29032], [3.83554, 1.30426, 1.94022], [1.32848, 1.50281, 1.53721], [0.57374, 2.32818, 2.23038], [-0.65413, 1.87755, 2.26607], [1.16612, 3.55006, 2.71025], [0.63026, 4.59681, 3.44548], [1.46248, 5.67014, 3.73682], [2.78706, 5.68792, 3.30581], [3.33044, 4.64030, 2.55680], [2.49848, 3.58565, 2.26879], [-0.40252, 4.58746, 3.76944], [1.07746, 6.50742, 4.30244], [3.41187, 6.53738, 3.54887], [4.35744, 4.67119, 2.21674], [-6.82710, 0.72276, 0.23202], [-5.61032, 0.85321, 0.77748], [-5.34389, 1.56814, 1.72234], [-4.47315, 0.03918, 0.17507], [-4.56112, -1.01608, -0.72039], [-3.40071, -1.68250, -1.11846], [-2.19195, -1.27600, -0.61326], [-2.10813, -0.24838, 0.26504], [-3.22256, 0.39031, 0.64522], [-7.58605, 1.25280, 0.63439], [-7.02087, 0.17786, -0.58889], [-5.51557, -1.35180, -1.10638], [-3.44085, -2.51645, -1.80507], [-1.27056, -1.78126, -0.88476], [-3.13954, 1.19928, 1.36058]]
}